92
Properties=species:S:1:pos:R:3:forces:R:3:lowdin_spin:R:1 method="wB97M-V/def2-TZVPD" de_lowest_kcal_mol=36.6 gap_ev="5.58 / 5.82" total_charge=+2 spin_multiplicity=2
V 0.77017 -1.14200 1.90912 3.60 -2.41 0.42 1.118
S 3.33324 -4.64345 2.97574 -0.60 0.90 -0.31 -0.022
C 2.40534 -3.35241 2.58210 0.84 -1.28 0.35 0.019
S 1.42744 -3.20353 1.15651 -0.36 0.12 -0.56 -0.056
S 2.21652 -1.91235 3.51465 -0.22 0.59 0.34 -0.057
C -5.10384 -3.08793 -2.38146 -0.09 -0.02 -0.11 0.000
C -4.02229 -2.23478 -1.80857 0.24 -0.07 0.07 0.000
C -4.27906 -0.92036 -1.41867 0.09 0.11 0.07 0.000
C -3.28701 -0.13211 -0.86407 0.03 0.19 0.04 0.000
C -2.02532 -0.67412 -0.69089 0.81 -0.17 0.06 0.000
C -1.73884 -1.97310 -1.08762 0.19 0.03 0.04 0.000
C -2.73272 -2.74578 -1.65395 -0.23 0.04 -0.04 0.000
S -0.64751 0.16998 0.08697 -2.09 0.20 -1.82 0.003
O -1.09243 0.65501 1.41684 0.13 0.36 1.38 0.020
C -0.47461 1.66851 -0.89611 0.63 -0.44 -0.32 0.001
C -1.02766 2.86277 -0.42220 -0.13 0.26 0.24 0.000
C -0.66501 4.04462 -1.00713 -0.11 -0.32 0.08 0.000
C 0.25754 4.06764 -2.07529 0.16 -0.23 -0.14 0.000
C 0.72028 5.28158 -2.62869 0.06 0.05 -0.20 0.000
C 1.60934 5.27937 -3.66951 -0.14 0.11 0.22 0.000
C 2.07864 4.06760 -4.20022 -0.01 -0.43 0.03 0.000
C 1.67688 2.87345 -3.66516 0.09 0.13 -0.17 0.000
C 0.76572 2.83999 -2.59051 -0.14 0.14 0.07 0.000
C 0.39182 1.62275 -1.96561 -0.46 0.18 0.24 0.000
C 0.98290 0.30993 -2.31320 0.34 -0.03 0.13 0.000
C 0.57879 -0.43612 -3.45216 0.14 -0.31 -0.06 0.000
C -0.37806 0.03943 -4.37571 -0.10 0.05 -0.15 0.000
C -0.73776 -0.72213 -5.45447 -0.04 0.28 0.10 0.000
C -0.15753 -1.98126 -5.67271 0.20 -0.21 0.12 0.000
C 0.77050 -2.47206 -4.79717 -0.16 0.01 -0.12 0.000
C 1.14377 -1.72739 -3.66121 -0.13 0.33 0.03 0.000
C 2.05485 -2.25351 -2.72205 0.14 0.22 0.28 0.000
C 2.43370 -1.53196 -1.62561 0.22 -0.31 -0.06 0.000
C 1.90416 -0.24512 -1.44351 -0.12 0.58 -0.05 -0.001
S 2.34446 0.74993 -0.00547 1.77 0.14 -1.93 -0.001
O 1.91327 -0.19280 1.13757 2.78 2.57 -1.06 -0.010
C 4.12957 0.63251 0.05218 -0.32 0.26 0.18 -0.001
C 4.82041 -0.49046 0.48450 -0.14 -0.23 0.05 0.000
C 6.20222 -0.44060 0.56356 -0.17 0.08 0.00 0.000
C 6.90228 0.73038 0.27009 -0.27 0.08 0.01 0.000
C 8.37326 0.83234 0.49265 0.15 0.02 0.07 0.000
C 6.18018 1.84707 -0.15338 -0.01 -0.12 -0.01 0.000
C 4.80542 1.80397 -0.26810 -0.23 0.04 -0.03 0.000
H -6.07324 -2.80678 -1.97810 -0.08 -0.06 0.02 0.000
H -4.91412 -4.13886 -2.17688 -0.08 -0.05 0.00 0.000
H -5.15309 -2.96389 -3.46301 -0.01 0.00 -0.08 0.000
H -5.26706 -0.50482 -1.55886 -0.08 0.00 0.02 0.000
H -3.48489 0.88652 -0.56812 -0.09 0.15 0.03 0.000
H -0.73552 -2.36446 -0.94946 0.00 -0.08 -0.06 0.000
H -2.51792 -3.75283 -1.98005 0.02 -0.11 0.03 0.000
H -1.69486 2.82890 0.42451 -0.05 0.08 0.13 0.000
H -1.06876 4.97701 -0.64542 -0.06 0.11 0.07 0.000
H 0.35839 6.21314 -2.21759 -0.04 0.06 0.01 0.000
H 1.96537 6.20669 -4.09015 -0.03 0.13 -0.01 0.000
H 2.75968 4.07534 -5.03609 0.11 0.02 -0.08 0.000
H 2.03667 1.93777 -4.06250 0.14 -0.09 -0.13 0.000
H -0.81608 1.01659 -4.23403 -0.05 0.09 0.04 0.000
H -1.46206 -0.35121 -6.16385 -0.08 0.08 -0.01 0.000
H -0.44822 -2.56143 -6.53404 -0.01 -0.05 -0.11 0.000
H 1.23058 -3.43513 -4.95858 0.01 -0.12 -0.02 0.000
H 2.45120 -3.24131 -2.89447 0.11 -0.14 0.06 0.000
H 3.12496 -1.94602 -0.90840 0.04 -0.02 -0.07 0.000
H 4.29084 -1.38320 0.78948 0.02 -0.07 0.04 0.000
H 6.74118 -1.31777 0.88909 0.04 -0.07 0.07 0.000
H 8.84701 -0.14258 0.55681 0.02 -0.07 -0.04 0.000
H 8.55003 1.34499 1.43967 0.05 0.02 0.03 0.000
H 8.86006 1.41699 -0.28474 0.01 -0.01 -0.06 0.000
H 6.70060 2.76848 -0.36138 0.06 0.11 -0.09 0.000
H 4.24482 2.66905 -0.58927 0.02 0.21 -0.01 0.000
C -4.87502 1.42089 6.47259 -0.13 0.19 0.19 0.000
C -4.05838 0.58458 5.56936 0.16 -0.38 -0.33 0.000
C -2.66403 0.63343 5.56490 0.11 -0.06 -0.03 0.000
C -1.91155 -0.15896 4.72895 -0.23 0.14 -0.06 0.000
C -0.42990 -0.12442 4.83359 0.30 0.01 0.05 0.004
C -2.58058 -1.01201 3.78645 0.48 -0.06 -0.03 -0.002
C -1.88550 -1.66548 2.76182 -3.02 -0.05 0.53 0.002
O -0.64973 -1.64854 2.54693 -4.14 -1.55 2.28 -0.016
C -4.01394 -1.11833 3.83738 0.05 0.09 -0.01 0.000
C -4.77049 -2.09056 2.99745 -0.08 -0.12 -0.13 0.000
C -4.70199 -0.32029 4.71466 0.09 0.00 -0.05 0.000
H -4.27403 2.05876 7.11272 0.03 0.03 0.03 0.000
H -5.50242 0.78128 7.09483 -0.03 0.00 0.05 0.000
H -5.55230 2.04151 5.88385 -0.03 0.05 0.01 0.000
H -2.16690 1.29705 6.25567 0.10 0.05 0.08 0.000
H -0.12884 0.46417 5.69691 0.05 0.01 -0.02 0.000
H 0.01652 0.33884 3.93810 -0.09 -0.02 0.25 0.002
H -0.03525 -1.13862 4.94534 0.05 0.22 -0.02 0.000
H -2.47406 -2.22358 2.02020 0.19 0.06 0.20 -0.001
H -4.64365 -1.90229 1.93211 -0.01 0.04 -0.12 0.000
H -5.83151 -2.01994 3.22504 0.02 -0.09 -0.05 0.000
H -4.43740 -3.10846 3.19658 -0.06 -0.08 0.00 0.000
H -5.77763 -0.38372 4.76793 -0.15 -0.08 -0.07 0.000